DFT (the ωB97M-V functional and the def2-TZVPD basis) results for a molecular structure, C5H15BrN2OSb.

Orbital gap   7.454 eV
Total charge   -1
Molar mass   320.85 u
Spin multiplicity   1

Each line ends with the natural charge from an NBO analysis.
CARTESIAN COORDINATES (ANGSTROEM)
C: 4.00557 0.40787 0.53192  -0.416
N: 3.15545 0.45479 -0.65465  -0.646
C: 1.76692 0.83356 -0.38426  -0.587
Sb: 0.54754 -0.83278 0.35163  1.210
Br: -0.87307 -3.04176 1.25827  -0.696
C: -1.11756 -0.52166 -1.08482  -0.777
C: -2.50238 -0.55918 -0.47398  -0.556
C: -3.03469 0.77738 -0.02205  0.701
N: -4.39026 0.76293 0.38871  -0.864
O: -2.41094 1.81437 0.00318  -0.591
H: 3.38824 0.46846 1.43157  0.200
H: 4.72653 1.23514 0.56657  0.162
H: 4.56819 -0.52752 0.59573  0.184
H: 3.55405 1.11152 -1.31143  0.340
H: 1.69212 1.68549 0.31151  0.165
H: 1.30463 1.13942 -1.32569  0.197
H: -0.35076 0.13603 1.51014  -0.236
H: 1.68851 -1.26988 1.60083  -0.214
H: 1.30062 -1.94430 -0.76270  -0.218
H: -0.98764 -1.28097 -1.85905  0.211
H: -0.94562 0.46515 -1.52539  0.214
H: -2.51902 -1.22088 0.40350  0.268
H: -3.25938 -0.97250 -1.15625  0.207
H: -4.49614 1.02675 1.35983  0.381
H: -4.81091 -0.14742 0.24687  0.362


DFT (the ωB97M-V functional and the def2-TZVPD basis) results for 2 unconnected molecules or ions with the total composition C2H4ClF2N at a distorted geometry.

Orbital gap (spin up / spin down)   11.190 / 6.858 eV
Relative energy (zero: lowest compared OMol25 entry of this formula, charge and spin)   6.663 eV
Molar mass   115.51 u
Spin multiplicity   1

Each line ends with the natural charge from an NBO analysis.
CARTESIAN COORDINATES (ANGSTROEM)
C: -1.46194 0.13671 -0.39724  -0.690
C: -0.32392 0.56128 0.50989  -0.207
N: 1.83996 -1.02852 -0.22652  0.407
F: 2.23450 -1.71712 0.85009  -0.204
F: 2.62225 0.18140 -0.20174  -0.263
Cl: 0.38348 2.02826 0.23650  0.076
H: -1.43078 -0.91541 -0.72531  0.228
H: -2.44622 0.19239 0.08696  0.227
H: -1.58089 0.72180 -1.29977  0.228
H: 0.16357 -0.16080 1.16714  0.199


DFT (the ωB97M-V functional and the def2-TZVPD basis) results for C5H9ClFNO in the gas phase at a distorted geometry.

Orbital gap   10.384 eV
Molar mass   153.58 u
SMILES   C[C@H](F)[C@](C)(Cl)C(N)=O
Spin multiplicity   1

Each line ends with the natural charge from an NBO analysis.
CARTESIAN COORDINATES (ANGSTROEM)
C: 0.66843 1.40835 -0.44550  0.699
C: -1.64108 -0.32674 0.96826  -0.671
C: -0.23979 -0.87754 -1.67403  -0.633
C: -0.23525 -0.69323 1.00976  0.195
C: 0.45774 -0.31868 -0.36589  -0.185
N: 1.60854 1.77576 0.38302  -0.817
O: 0.00069 2.08186 -1.18491  -0.607
F: 0.49363 -0.02017 2.07568  -0.409
Cl: 1.99975 -1.02257 -0.31615  -0.008
H: -2.00557 -0.72823 1.86617  0.228
H: -1.88588 0.75401 0.73731  0.244
H: -2.08192 -0.88635 0.10426  0.232
H: -0.23548 -1.99730 -1.67597  0.220
H: 0.43152 -0.68808 -2.52477  0.237
H: -1.23554 -0.53015 -1.90755  0.229
H: -0.01178 -1.75485 1.39921  0.201
H: 2.12602 1.06896 1.03639  0.440
H: 1.78597 2.75496 0.51471  0.407


DFT (the ωB97M-V functional and the def2-TZVPD basis) results for a molecular structure, C47H46As3BrN3NaO13S4 at a distorted geometry.

Orbital gap (spin up / spin down)   6.578 / 4.109 eV
Total charge   -2
Relative energy (zero: lowest compared OMol25 entry of this formula, charge and spin)   2.615 eV
Molar mass   1316.82 u
Spin multiplicity   1

Each line ends with the Mulliken charge.
CARTESIAN COORDINATES (ANGSTROEM)
Na: -1.65587 -0.85267 -0.28721  1.124
Br: 2.80011 -7.22501 -2.77670  -0.267
C: 2.48416 -5.44266 -2.20408  -0.206
C: 3.03702 -4.39301 -2.90721  -0.877
C: 2.81223 -3.10223 -2.45908  -0.723
C: 2.04479 -2.85544 -1.33120  0.815
O: 1.77793 -1.60532 -0.84073  0.299
C: 1.49767 -3.92963 -0.61241  0.370
C: 0.68293 -3.78278 0.59325  -0.294
N: 0.90587 -2.90650 1.47837  -0.299
C: 0.22938 -2.92998 2.68945  -0.066
C: -0.07602 -4.10475 3.35218  -0.146
C: -0.73666 -4.09318 4.58963  -0.890
C: -1.11525 -2.91071 5.16491  -0.973
C: -0.82315 -1.68824 4.52126  1.654
C: -1.23978 -0.44017 5.03833  -0.877
C: -0.96086 0.69221 4.33478  -1.577
C: -0.20678 0.57985 3.14912  0.020
N: 0.24838 -0.54014 2.66551  0.496
C: -0.09929 -1.68080 3.30097  -0.045
C: 1.72915 -5.22134 -1.07394  -0.564
H: 3.61938 -4.56593 -3.79996  0.462
H: 3.23611 -2.28375 -3.01822  0.276
H: -0.10385 -4.54203 0.71069  0.209
H: 0.20775 -5.04990 2.90604  0.558
H: -0.96005 -5.03560 5.07596  0.372
H: -1.65126 -2.89971 6.10743  0.391
H: -1.81408 -0.41019 5.95786  0.323
H: -1.29433 1.66694 4.66395  0.581
H: 0.02364 1.47394 2.58713  0.431
H: 1.30602 -6.05378 -0.53157  0.525
O: -2.89283 1.24562 -0.73381  -0.226
O: -3.86969 1.78698 -1.40280  -0.552
S: 2.84484 0.42504 -4.05982  -0.341
C: 2.42446 -0.24104 -2.70471  0.353
N: 2.08165 -0.53307 -1.59422  -0.202
C: -4.41577 0.07329 2.99588  -1.440
As: -3.64884 0.59809 1.21800  0.765
C: -4.02621 2.50008 1.47627  -1.238
C: -4.86252 -0.47600 0.13922  -0.717
O: -2.12834 -0.01045 1.42085  -0.129
H: -5.49250 0.22584 3.10833  0.425
H: -3.88918 0.64737 3.76163  0.392
H: -4.18123 -0.98035 3.16418  0.281
H: -4.96344 2.63387 2.01445  0.348
H: -4.06075 3.00873 0.51918  0.399
H: -3.19908 2.88895 2.07235  0.276
H: -5.63121 0.16053 -0.29428  0.329
H: -5.30479 -1.24502 0.77019  0.471
H: -4.29070 -0.91743 -0.67574  -0.255
C: 3.25707 1.11235 4.83867  -0.827
O: 3.16136 1.71289 3.55315  -0.342
C: 2.32279 2.75631 3.40765  0.099
O: 1.72646 3.25104 4.33855  -0.664
C: 2.24477 3.17716 1.97865  0.214
C: 2.03659 4.47128 1.71984  0.746
As: 2.03161 5.41875 0.00145  0.426
C: 0.13701 5.16025 -0.52680  -0.783
C: 2.92609 4.10056 -1.12239  1.002
C: 3.35428 2.83380 -0.71753  0.260
As: 2.49063 1.70775 0.64457  0.652
C: 0.66611 1.74248 -0.15784  -0.038
C: 4.42713 2.09047 -1.34099  -0.072
O: 4.58295 0.87307 -1.23262  -0.649
O: 5.35755 2.83710 -1.99720  -0.299
C: 6.28778 2.08870 -2.75586  -0.645
C: 3.22132 4.64619 -2.42951  -0.104
O: 3.41114 4.06464 -3.48379  -0.691
O: 3.16083 6.04814 -2.43055  -0.419
C: 3.52888 6.66607 -3.64683  -0.838
C: 1.84108 5.49292 2.78192  -0.375
O: 0.87089 6.21473 2.81632  -0.626
O: 2.89259 5.62605 3.61500  -0.244
C: 2.75704 6.55433 4.68396  -0.855
H: 3.17666 0.03537 4.69980  0.253
H: 2.45729 1.47221 5.48386  0.349
H: 4.22350 1.36139 5.27980  0.260
H: -0.42368 6.04911 -0.23779  0.478
H: -0.30714 4.29054 -0.05206  -0.005
H: 0.09926 5.04485 -1.60973  0.328
H: 0.70679 2.24021 -1.12420  1.000
H: -0.05739 2.24645 0.48129  0.200
H: 0.29533 0.71802 -0.31967  -0.985
H: 6.91493 2.81775 -3.26688  0.244
H: 5.76874 1.46146 -3.48338  0.181
H: 6.89271 1.44673 -2.11146  0.264
H: 3.11847 7.67528 -3.63049  0.236
H: 3.13743 6.10356 -4.49515  0.329
H: 4.61921 6.70865 -3.73223  0.265
H: 3.06110 6.04814 5.59923  0.241
H: 1.72389 6.88562 4.76139  0.384
H: 3.40351 7.41314 4.49792  0.261
O: -1.41712 -2.22290 -1.60525  -1.252
C: -2.21737 -2.98498 -2.40624  3.538
C: -3.44250 -2.18121 -2.88349  -0.623
C: -3.54882 -0.82941 -2.95833  -0.618
C: -4.76814 -0.39145 -3.54718  -0.639
C: -5.56734 -1.41951 -3.92631  -0.759
S: -4.84606 -2.94514 -3.55883  -0.160
C: -2.72810 -4.20992 -1.63226  -0.949
C: -3.71509 -4.20986 -0.69024  -0.416
C: -3.88631 -5.45980 -0.03979  -0.856
C: -3.01525 -6.40039 -0.48788  -0.646
S: -1.98555 -5.76530 -1.70743  0.007
C: -1.51934 -3.34717 -3.73050  -0.389
C: -1.57099 -4.40235 -4.59283  -0.677
C: -0.72370 -4.22940 -5.72544  -0.822
C: -0.08531 -3.03023 -5.71244  -0.712
S: -0.47410 -2.11275 -4.31255  0.115
H: -2.78231 -0.16388 -2.58821  0.905
H: -5.02297 0.65313 -3.65650  0.429
H: -6.52785 -1.39410 -4.41630  0.477
H: -4.31563 -3.33709 -0.47520  0.458
H: -4.63062 -5.64049 0.72363  0.404
H: -2.91602 -7.43504 -0.20021  0.471
H: -2.20278 -5.26492 -4.44720  0.604
H: -0.59848 -4.97222 -6.50204  0.380
H: 0.60407 -2.62770 -6.43869  0.474


DFT (the ωB97M-V functional and the def2-TZVPD basis) results for a molecular structure, C10H10Se at a distorted geometry.

Orbital gap   9.061 eV
Relative energy (zero: lowest compared OMol25 entry of this formula, charge and spin)   1.847 eV
Molar mass   209.15 u
Spin multiplicity   1

Each line ends with the natural charge from an NBO analysis.
CARTESIAN COORDINATES (ANGSTROEM)
C: -0.76236 -1.69203 -2.54507  -0.208
C: -1.27240 -0.82467 -1.87609  -0.034
C: 2.45311 -0.63183 2.36784  -0.220
C: 1.15677 -1.03722 2.37255  -0.213
C: 2.90604 0.29562 1.43698  -0.196
C: 0.23017 -0.49858 1.53783  -0.230
C: 2.00828 0.84248 0.53670  -0.236
C: 0.62002 0.45849 0.61181  -0.191
C: -2.73362 1.18861 -1.91109  -0.610
C: -1.91088 0.21014 -1.18483  -0.395
Se: -0.53137 1.53516 -0.53919  0.313
H: -0.56769 -2.55613 -3.12118  0.234
H: 3.26235 -0.92503 3.03118  0.216
H: 0.94124 -1.92130 2.94624  0.216
H: 3.96099 0.63253 1.52032  0.216
H: -0.88982 -0.63390 1.83790  0.220
H: 2.34407 1.32870 -0.34972  0.222
H: -2.22138 2.02253 -2.19541  0.212
H: -3.08746 0.79047 -2.85222  0.226
H: -3.49839 1.55303 -1.27475  0.224
H: -2.40767 -0.13707 -0.34980  0.237


DFT (the ωB97M-V functional and the def2-TZVPD basis) results for a molecular structure, C38H44N5O2S5Sn.

Orbital gap   6.632 eV
Total charge   +1
Molar mass   881.85 u
Spin multiplicity   1

Each line ends with the Mulliken charge.
CARTESIAN COORDINATES (ANGSTROEM)
Sn: -0.14656 -1.67549 -0.46437  0.712
S: 1.84292 -0.44727 1.05290  -0.293
C: 0.79656 0.76993 1.55217  -0.183
N: 1.07430 2.05580 1.43100  0.603
C: 0.11829 3.08375 1.85825  -0.714
C: -0.55385 2.63907 3.11771  -0.882
N: -1.18069 1.33540 2.87489  0.150
C: -2.47367 1.12193 3.55231  -1.522
C: -2.30702 1.09034 5.05269  0.681
C: -2.91469 2.05426 5.84668  -0.395
C: -2.77151 2.01951 7.22888  -0.648
C: -2.01001 1.02301 7.82123  -0.402
C: -1.38999 0.06143 7.02960  -0.736
C: -1.53895 0.09313 5.65195  -0.107
C: -0.54220 0.39560 2.19632  0.794
S: -1.12702 -1.16594 2.06257  -0.343
C: 2.33554 2.57784 0.86937  -1.507
C: 3.17320 3.21078 1.95401  0.556
C: 3.48589 4.56324 1.91023  -0.177
C: 4.26522 5.13739 2.90842  -0.682
C: 4.72746 4.36002 3.95957  -0.421
C: 4.40566 3.00775 4.01585  -0.761
C: 3.63368 2.43575 3.01746  -0.308
H: -0.61279 3.25461 1.06623  0.123
H: 0.66933 4.00431 2.03120  0.518
H: -1.33071 3.34218 3.40632  0.594
H: 0.16111 2.56713 3.93919  0.276
H: -2.90359 0.20110 3.17534  0.575
H: -3.12557 1.94704 3.26493  0.509
H: -3.51219 2.83492 5.38615  0.357
H: -3.25523 2.77168 7.84015  0.385
H: -1.90194 0.99171 8.89878  0.391
H: -0.79546 -0.71857 7.48855  0.405
H: -1.06165 -0.66363 5.03721  0.385
H: 2.07185 3.30604 0.10231  0.360
H: 2.85316 1.75913 0.38690  0.695
H: 3.12739 5.17336 1.08671  0.396
H: 4.50835 6.19177 2.86475  0.395
H: 5.34538 4.80233 4.73108  0.395
H: 4.76228 2.39836 4.83740  0.415
H: 3.39387 1.37674 3.05726  0.397
C: -2.54711 -5.18248 -2.99819  -0.468
C: -3.55079 -4.57701 -2.02345  -0.992
S: -2.89293 -3.32349 -0.88203  0.255
C: -2.91936 -4.14426 0.73824  -0.565
C: -1.91854 -5.26812 0.98346  -0.663
S: -0.18098 -4.72333 0.89878  0.038
C: 0.54316 -5.72514 -0.43267  -0.775
C: 0.05055 -5.44726 -1.85304  0.176
S: -1.42397 -6.42210 -2.30054  -0.161
H: -1.95421 -4.40772 -3.48380  0.131
H: -3.09647 -5.71424 -3.77584  0.441
H: -4.03819 -5.34861 -1.42884  0.371
H: -4.32040 -4.05011 -2.59038  0.494
H: -3.93306 -4.51499 0.89969  0.537
H: -2.76499 -3.32661 1.44314  0.025
H: -2.04618 -6.06470 0.25675  0.249
H: -2.08038 -5.67527 1.98195  0.513
H: 0.44352 -6.77818 -0.16975  0.421
H: 1.60341 -5.47365 -0.37073  0.394
H: 0.83382 -5.72139 -2.56150  0.495
H: -0.18073 -4.39260 -1.98624  -0.515
O: 0.98660 1.33962 -1.89034  -0.717
C: -0.17974 1.40889 -1.55511  -0.279
N: -0.89868 0.41026 -0.91625  0.543
C: -2.21172 0.82843 -0.70700  -0.033
O: -3.07156 0.18780 -0.14510  -0.602
C: -2.33662 2.22517 -1.25174  0.174
C: -3.41614 3.07922 -1.31540  -0.520
C: -3.21366 4.32474 -1.90915  -0.525
C: -1.96830 4.68364 -2.41864  -0.607
C: -0.88739 3.80567 -2.35564  -0.549
C: -1.10095 2.57917 -1.76304  0.711
H: -4.38344 2.78611 -0.92572  0.558
H: -4.03971 5.02071 -1.98595  0.429
H: -1.84163 5.65598 -2.87952  0.440
H: 0.08426 4.07100 -2.75757  0.554
N: 0.23491 -2.04521 -3.19468  -0.394
C: 0.78515 -1.90279 -4.20704  0.313
N: 1.42269 -1.71832 -5.34213  -0.062
C: 2.47343 -2.65188 -5.78114  -0.633
C: 3.86221 -1.96682 -5.75992  -0.508
C: 3.75204 -0.51663 -5.28468  -0.653
C: 2.72905 0.24429 -6.12821  -0.473
C: 1.33926 -0.43247 -6.05621  -0.693
H: 2.21667 -2.99115 -6.78496  0.310
H: 2.44358 -3.51793 -5.12587  0.304
H: 4.28709 -1.98042 -6.76522  0.304
H: 4.54334 -2.52391 -5.11626  0.352
H: 4.72542 -0.03128 -5.35255  0.422
H: 3.45479 -0.48900 -4.23284  0.161
H: 3.07090 0.27067 -7.16480  0.322
H: 2.65180 1.27695 -5.78802  0.359
H: 0.94391 -0.62716 -7.05352  0.269
H: 0.62005 0.19050 -5.53097  0.337


Which of these has the highest molar mass? C47H46As3BrN3NaO13S4